No. 1
Density functional theory data (the ωB97M-V functional and the def2-TZVPD basis) for a 11-piece molecular cluster, C38H106N8O14 overall at a distorted geometry.

Structure (XYZ):
```
166
Properties=species:S:1:pos:R:3:forces:R:3
O 18.7666 -14.9153 -17.4984 0.2 1.0 -0.3
O 7.5440 -19.6369 -14.2527 -0.5 0.3 -0.4
O 11.7843 -16.1161 -18.6491 -0.8 0.2 1.0
O 14.9955 -20.9885 -19.2418 0.7 1.8 0.2
O 17.1512 -12.2873 -12.4673 -0.9 0.6 0.1
O 14.1961 -20.3087 -13.9947 -1.2 -0.3 -0.8
O 13.4082 -13.3009 -16.1211 -0.6 -0.8 0.5
O 12.8659 -16.1671 -14.3750 1.1 -0.5 -2.1
O 12.2649 -17.1949 -9.3555 -0.8 -0.1 1.3
O 12.3335 -12.5126 -13.6864 1.2 0.5 -0.2
O 18.6956 -18.3073 -14.3266 -0.1 0.0 -1.6
O 20.0293 -17.5290 -16.7951 -0.2 0.0 0.2
O 15.6799 -19.8964 -6.5031 -0.3 0.3 0.2
O 20.2609 -20.3804 -13.5791 -0.1 -1.5 1.7
N 17.4986 -18.2295 -18.3513 -1.6 0.4 -1.4
N 5.3304 -18.8572 -15.9006 -1.5 -1.2 -0.1
N 14.7081 -19.2725 -9.0898 0.6 -0.9 0.4
N 12.7480 -14.5557 -11.9298 0.4 -1.0 0.1
N 17.8951 -11.4090 -9.8646 0.9 0.9 -0.5
N 16.0067 -18.1218 -14.9488 -0.5 -1.5 0.7
N 9.0671 -16.3311 -19.8005 -0.3 0.2 -1.3
N 15.8927 -21.3425 -10.9387 0.6 -0.9 0.1
C 19.0214 -18.3699 -13.0044 1.5 -1.4 1.8
C 15.7418 -20.7289 -12.2372 -1.1 -2.5 -0.6
C 16.7609 -21.2556 -13.2245 0.7 1.4 -0.9
C 19.4565 -15.2181 -16.3203 -0.2 0.4 1.0
C 9.2558 -18.6683 -19.3018 0.3 -0.3 -0.5
C 17.6708 -20.5085 -17.5783 -0.7 0.3 0.1
C 14.3152 -20.9954 -12.7797 0.0 0.9 2.0
C 15.9125 -18.5999 -7.0215 1.4 -0.9 -1.1
C 13.1107 -15.4414 -10.7986 -0.4 0.3 -0.2
C 13.3094 -14.5698 -9.5647 -0.4 -0.2 -2.1
C 17.0982 -19.6252 -18.6834 0.5 0.5 -0.2
C 6.1707 -16.6034 -16.2455 1.2 -1.4 -0.2
C 15.7369 -10.3768 -10.6032 0.4 -0.4 0.3
C 16.5077 -12.7861 -11.3467 -3.1 0.5 0.3
C 11.6368 -16.0891 -15.1046 0.5 -0.7 0.8
C 9.8011 -17.2781 -19.0329 -0.4 -1.6 1.7
C 15.1969 -21.0770 -20.6662 0.4 -1.0 1.3
C 18.1335 -13.0333 -13.0930 -0.3 -0.5 0.0
C 15.9255 -18.6580 -8.6074 0.5 1.5 1.8
C 16.5208 -11.6729 -10.2372 -1.5 -0.7 -0.2
C 15.8188 -15.8619 -13.9359 -1.2 0.3 -1.8
C 7.3185 -18.2636 -14.5158 -0.1 2.0 0.6
C 13.0034 -15.6915 -19.0920 2.4 -0.2 0.8
C 6.5052 -18.1194 -15.8551 3.1 1.5 -0.7
C 13.3178 -11.6631 -14.3453 -0.2 0.5 0.3
C 15.0957 -17.1571 -14.2807 -0.5 -0.8 -0.4
C 13.8596 -16.8998 -15.1794 0.9 0.7 1.4
C 14.1827 -12.4431 -15.3144 -2.3 2.0 -1.9
C 15.5355 -19.7188 -18.7123 -0.3 0.0 0.6
C 8.5764 -19.9670 -13.3661 1.3 1.9 -0.6
C 16.8531 -20.5865 -6.1765 0.7 -0.5 -0.3
C 20.3357 -19.1832 -12.9011 1.1 1.5 0.0
C 12.8687 -20.3960 -14.5164 0.3 0.0 -1.4
C 11.2784 -17.2311 -19.2642 -0.4 -0.9 -0.6
C 20.5539 -16.2437 -16.4614 1.2 0.3 -0.1
C 16.0816 -17.2232 -9.1063 0.1 -1.1 0.6
C 11.5159 -16.7592 -8.2084 -0.4 -1.6 0.3
C 12.0188 -16.4989 -10.5203 0.1 1.3 -1.3
H 11.3895 -17.6990 -7.6132 0.4 0.9 0.0
H 16.5564 -22.2540 -13.6645 0.1 0.5 0.5
H 11.7855 -18.1620 -19.0308 0.3 -0.3 1.0
H 6.7143 -17.7758 -13.6840 0.4 -0.7 -0.6
H 16.5281 -21.3823 -5.4885 0.5 0.1 -0.3
H 9.5471 -15.4523 -19.7069 0.0 0.6 -0.1
H 11.9413 -13.9831 -11.7224 -0.4 -0.3 0.1
H 16.0652 -17.3476 -10.1552 0.3 0.5 -1.4
H 11.9268 -17.1922 -11.3378 0.4 -0.6 -0.5
H 15.6565 -19.1227 -14.8434 0.2 1.9 -0.2
H 16.6567 -16.0688 -13.3001 0.6 0.1 0.2
H 18.4259 -18.1606 -18.0080 1.1 -0.4 0.7
H 11.0394 -15.9807 -10.5815 0.2 0.0 0.7
H 18.7805 -15.7672 -15.6630 -0.4 0.4 0.6
H 14.9092 -12.9178 -14.8165 2.7 -2.3 2.1
H 13.9212 -18.7070 -8.8276 -0.5 0.6 -0.1
H 18.5911 -15.7277 -17.9532 -0.3 -0.8 -0.3
H 11.4062 -17.2257 -20.3308 0.2 0.6 -1.1
H 5.5492 -16.1620 -15.4870 -0.2 0.3 0.5
H 8.4925 -19.4710 -12.3842 -0.1 0.0 -0.3
H 12.7323 -10.9210 -14.9054 0.0 -0.2 0.2
H 14.2910 -16.3949 -16.0697 -0.9 0.5 0.3
H 5.6325 -16.5246 -17.1985 0.1 -0.4 0.2
H 16.8838 -18.2418 -6.5814 -0.8 0.1 -0.6
H 17.5637 -19.8697 -19.6727 -0.6 -0.2 0.7
H 15.0919 -15.2080 -13.4289 0.4 0.0 -0.1
H 15.9264 -12.1267 -9.3872 0.9 0.4 -0.5
H 12.8173 -13.7565 -15.4823 0.3 0.3 -0.6
H 14.0736 -22.0883 -12.8113 0.4 0.6 -0.4
H 20.7859 -19.3752 -11.9287 -1.1 -0.2 0.7
H 8.1868 -18.6647 -19.1753 -0.4 -0.1 -0.1
H 13.9901 -13.8221 -9.8722 0.8 1.0 0.0
H 21.0889 -16.3063 -15.5071 0.0 0.0 0.1
H 15.0737 -21.1989 -10.3656 0.0 0.1 0.1
H 13.3737 -15.0006 -18.3074 -0.1 0.2 -0.9
H 12.7773 -13.0926 -13.0272 0.2 0.4 -0.4
H 16.0851 -15.4033 -14.9472 0.1 -0.2 1.5
H 16.0477 -9.9642 -11.5441 0.7 0.3 -0.5
H 12.7988 -19.9451 -15.5385 0.6 -0.2 0.8
H 16.2522 -21.3081 -20.8586 -0.1 0.5 -0.3
H 9.5887 -17.0776 -17.9686 0.3 0.1 -0.1
H 8.5903 -21.0119 -13.2248 -0.2 -1.2 0.1
H 14.7007 -10.6111 -10.8135 -0.4 -0.2 0.4
H 11.7537 -15.7979 -16.1213 0.4 0.5 -1.0
H 18.3404 -10.7666 -10.5708 -0.6 -1.1 1.0
H 5.4087 -19.7536 -15.4426 0.3 -0.3 -0.1
H 11.0511 -15.3472 -14.5977 -0.7 0.1 0.3
H 15.2137 -19.6043 -17.6149 0.2 -0.5 -1.6
H 14.7342 -17.6267 -13.3599 0.1 -0.1 -0.1
H 12.5596 -21.4444 -14.6666 0.0 0.3 0.4
H 9.5063 -18.9604 -20.3239 -0.2 0.0 -0.3
H 15.2296 -16.6000 -8.8493 0.0 0.1 0.3
H 12.0494 -15.9744 -7.6480 -0.4 -0.3 -0.2
H 17.7545 -21.1828 -12.7557 -0.2 -0.5 -0.3
H 16.8000 -19.2448 -8.9235 -0.3 0.0 0.0
H 14.6875 -20.0490 -8.4308 -0.7 -0.6 -0.4
H 16.0431 -22.3422 -11.0724 -0.1 0.2 0.2
H 11.2106 -17.0961 -15.1315 -0.5 0.1 0.2
H 17.4189 -21.5605 -17.7957 0.6 0.3 0.3
H 12.1593 -19.8361 -13.9227 -0.2 0.0 0.6
H 9.1795 -16.6150 -20.7866 -0.3 0.4 0.4
H 9.5669 -19.6738 -13.8423 -0.8 -0.2 0.7
H 14.0567 -15.8979 -11.1054 -0.1 -0.3 0.2
H 17.1724 -20.2151 -16.6360 0.1 -0.3 -0.3
H 8.2709 -17.6122 -14.5285 -0.9 -1.2 -0.3
H 13.4342 -17.8260 -15.5349 -0.3 -0.4 0.1
H 15.0855 -18.8205 -19.2385 0.5 -1.0 0.2
H 14.8245 -20.1992 -21.1571 0.0 0.6 -0.4
H 10.4577 -16.4895 -8.4361 0.9 0.3 -0.2
H 7.0925 -16.0118 -16.3787 -0.3 -0.2 0.3
H 9.6698 -19.4717 -18.6972 0.2 0.2 0.4
H 12.3629 -14.1112 -9.3896 -0.7 0.5 0.6
H 14.6514 -21.9450 -21.0145 -0.3 -0.1 0.0
H 18.2652 -18.8429 -12.3687 -0.2 -0.1 -0.2
H 16.1312 -17.9432 -15.9394 0.0 0.2 -0.2
H 15.4126 -13.1412 -11.6473 1.8 0.8 0.7
H 13.7845 -16.4980 -19.1336 -0.6 0.1 0.1
H 17.7251 -18.2545 -14.4264 -0.6 0.2 -0.4
H 12.9532 -15.3112 -20.1004 0.0 0.7 -0.4
H 21.3210 -15.9470 -17.2110 -0.6 -0.4 0.2
H 13.6157 -20.5635 -11.9871 0.4 -0.3 -1.0
H 20.3516 -20.2340 -14.4874 0.0 0.4 -2.1
H 17.5665 -17.6901 -19.2256 -0.5 -0.2 0.4
H 19.7557 -14.2228 -15.8465 -0.1 -1.5 -0.6
H 18.7311 -12.2725 -13.5273 0.8 0.3 -1.1
H 21.1795 -18.5618 -13.2699 -0.5 0.1 -0.6
H 19.5807 -17.8971 -15.9942 0.3 0.4 -0.4
H 19.2200 -17.4029 -12.6060 0.1 1.1 0.6
H 18.7318 -13.4793 -12.3230 0.6 -0.9 0.3
H 18.4606 -12.2686 -9.8023 -0.5 0.7 -0.1
H 16.8003 -20.4840 -14.0545 0.1 -1.2 0.6
H 14.0159 -11.0924 -13.6644 -0.9 -0.7 -0.2
H 15.1025 -17.9735 -6.7090 -0.6 0.5 0.2
H 13.6849 -15.0793 -8.7368 0.4 -0.8 1.4
H 4.7025 -18.3441 -15.3407 -1.5 0.5 0.7
H 14.7099 -11.7766 -15.9987 -0.2 0.3 0.0
H 15.7927 -9.5843 -9.8260 0.0 -0.7 -0.4
H 17.5965 -19.9166 -5.6875 -0.5 -0.4 0.0
H 12.5898 -15.1628 -12.7462 -0.1 0.6 0.3
H 17.3661 -21.0144 -7.0858 -0.5 0.2 0.8
H 16.9347 -13.6486 -10.8449 0.7 -0.4 -0.4
H 17.0324 -16.8474 -8.7296 -0.1 0.4 -0.2
H 18.7290 -20.2538 -17.4096 -0.2 -0.7 -0.3
H 15.9125 -19.7056 -12.1049 -0.1 1.8 0.0
H 7.1883 -18.5571 -16.6155 -0.2 0.5 0.1
H 17.7410 -13.7758 -13.8255 0.3 0.4 0.4
```
Forces are in eV/Å.

The value obtained for the frontier orbital gap is 9.5 eV. Its maximum force is 4.2 eV/Å. As for the energy relative to the best compared isomer or geometry (same formula, charge and spin): 794.7 kJ/mol. The value obtained for the HOMO energy is -9.00 eV.

Atom charges from the Mulliken analysis, given in e for atoms 1 to 5:
1 O -0.563
2 O -0.372
3 O -0.148
4 O -0.429
5 O -0.394



No. 2
Density functional theory data (the ωB97M-V functional and the def2-TZVPD basis) for a 12-piece molecular cluster, C38H107N7O17 overall at a distorted geometry.

Structure (XYZ):
```
169
Properties=species:S:1:pos:R:3:forces:R:3
O 0.9552 3.4099 -2.6915 0.8 0.2 -1.4
O 5.3726 1.2078 -1.6075 -0.2 0.9 -0.4
O 4.5454 -0.8337 3.5277 0.0 -0.1 -1.1
O 4.6971 3.1078 0.7179 0.0 0.1 -0.3
O -5.8890 -2.1551 0.1642 -1.3 0.4 0.0
O -0.2571 1.7162 2.8919 -1.7 0.4 0.6
O -0.4049 3.5321 7.8424 -0.3 -0.6 0.3
O 0.5257 -0.2294 -0.1307 0.7 -0.1 -0.3
O 1.4859 -5.1425 -0.0596 0.5 -1.0 -1.0
O -3.2646 -2.0052 1.5093 1.0 -0.5 0.9
O -1.7143 5.6070 1.7850 0.8 1.1 1.0
O -1.5647 -1.9379 -4.1412 0.6 -0.3 -0.2
O 3.1011 -3.8674 -4.3076 -0.2 0.7 0.5
O -0.4555 -1.9833 6.6393 0.3 -0.3 0.6
O 4.5206 -2.2840 6.3600 -0.4 0.5 -0.1
O -2.4656 1.8748 -3.4473 -0.5 0.8 -2.1
O 1.5398 2.4149 4.9750 -1.1 0.0 -0.6
N -3.8677 2.7237 1.5178 -1.2 0.0 0.0
N 5.3325 -1.1363 -3.1486 0.8 0.1 -1.8
N -3.9850 -1.9559 7.7738 -1.5 -0.5 -0.5
N -5.0259 2.4507 -5.3285 0.2 -0.1 1.4
N 0.0986 2.2636 -5.2343 -0.2 -0.8 0.1
N 3.0406 -1.8378 0.8875 -0.7 0.0 -1.3
N -0.1868 -1.1330 -7.5021 -1.5 1.4 1.3
C -2.3296 4.4320 2.2797 1.2 -0.1 -1.3
C 2.4535 2.6551 -4.9710 0.4 -0.1 -0.2
C 1.2465 1.8372 -4.4467 1.5 1.1 -0.3
C 3.5835 -2.3037 5.2691 0.3 0.0 0.1
C 2.9893 -1.4165 -2.7175 -1.8 -0.4 0.5
C 0.5078 3.1478 5.6600 0.3 -1.1 1.7
C -1.0453 -1.7172 -6.4995 0.6 -1.9 -2.3
C -2.7169 -1.3595 7.5683 1.2 -0.5 -1.2
C -4.6463 -2.0046 -0.4151 1.6 -0.5 -0.2
C -2.3733 -0.3555 8.6243 1.5 0.9 0.3
C 2.7360 -4.4872 -5.5292 1.7 0.9 -0.5
C -1.5400 -3.0093 -7.1466 -1.0 -0.5 0.6
C -0.6100 -1.2252 5.4603 -0.7 0.5 0.7
C 1.9560 -3.8079 -0.2180 0.2 -0.3 0.3
C 0.4909 0.9853 2.0182 1.8 -0.1 -2.1
C -0.9369 -2.2022 -2.8583 -0.8 0.5 0.2
C 4.2746 -2.0729 -3.1210 -1.3 -1.3 1.9
C 4.0906 1.8754 0.3493 0.6 -0.4 0.4
C 0.3468 2.5672 7.1136 0.5 1.6 -0.6
C -4.6259 5.1053 1.5660 0.3 -1.7 -1.6
C 4.1927 -2.9036 -4.4036 -0.8 -0.2 0.4
C -3.1707 1.0074 -4.3838 -0.5 0.0 1.6
C 1.1270 2.0228 -2.9267 -1.0 0.5 0.7
C 1.3217 -5.7710 -1.3948 -0.7 1.0 1.4
C 2.3944 -3.1574 1.0980 -0.4 0.6 1.6
C 0.6985 3.9315 -1.4170 -0.8 -0.2 -0.7
C 3.5052 -0.9886 4.4777 0.6 -0.3 0.7
C -3.4495 4.1108 1.3011 0.4 0.1 1.8
C 1.1701 -2.9954 2.0229 0.3 0.4 -0.1
C -5.5535 0.0902 -4.7786 0.2 0.1 -0.2
C -4.6937 1.3144 -4.4201 0.0 -0.3 -0.9
C -3.7400 -1.2152 0.4687 0.2 0.9 0.1
C -0.3371 5.7517 2.1769 -0.6 -0.5 -0.3
C -0.5217 -1.7629 -5.0694 0.0 0.1 0.6
C 5.1114 0.9116 -0.2496 0.3 -0.4 0.0
C -1.6496 -2.4823 7.2310 -0.6 1.1 0.2
C -2.6626 1.6805 -2.0754 0.5 -0.5 0.3
C -0.2723 0.3204 0.8506 -2.1 0.4 1.2
H 0.3930 -0.9550 5.1300 -0.2 -0.1 -0.3
H -1.1758 -0.3186 5.6751 0.3 0.6 0.1
H -4.4465 3.2183 -5.0200 -0.1 0.4 0.0
H 2.3090 -2.2423 -2.5094 -0.6 0.2 -0.2
H 2.5941 -0.9261 3.8826 -0.1 -0.2 0.1
H 0.6613 5.0087 -1.5795 0.6 0.1 0.4
H 3.6692 1.4950 1.2798 0.0 -0.2 -0.1
H -4.5696 -1.6300 -1.4358 -0.8 0.3 -0.3
H -4.7878 2.3340 -6.3031 0.0 -0.7 -0.1
H 0.0097 -0.8376 -4.8468 0.3 0.2 -0.1
H -6.3942 -2.7337 -0.4116 -0.3 -0.1 0.2
H 2.3478 2.5329 5.4798 0.1 0.1 0.0
H 6.0926 0.9456 0.2239 -0.2 0.1 0.8
H -5.0506 4.9575 2.5589 0.2 0.1 0.0
H 0.7437 4.2099 5.5932 0.1 0.1 0.6
H -3.9730 -2.4743 1.9563 -0.3 0.2 -0.1
H -2.1064 -2.8545 -8.0649 -0.1 0.6 0.0
H -4.9244 1.5647 -3.3846 -0.4 0.5 -0.2
H -3.2240 0.0469 9.1743 -0.1 -0.4 0.1
H -1.4529 -2.9906 8.1750 0.7 0.1 0.1
H 5.4453 -0.7003 3.8344 -0.3 0.0 0.7
H -1.5718 3.6493 2.2453 0.0 -0.4 0.0
H -4.1831 -2.9913 -0.4225 0.4 -0.3 -0.4
H 1.8384 -5.1053 -5.5104 0.4 -0.2 0.7
H -1.8929 -1.0320 -6.5119 -0.6 0.8 0.2
H 0.2516 1.5409 -2.4914 -0.3 -0.5 -0.3
H -0.0817 -0.1345 -7.3928 1.1 0.7 0.3
H 2.5204 -0.6897 -3.3809 0.2 -0.2 -0.7
H 0.3194 2.3579 3.3132 0.2 -0.1 0.2
H 0.1468 4.2828 8.0741 0.1 0.0 0.0
H 3.0872 -3.7718 1.6729 0.1 -0.6 -0.3
H 0.3578 -5.3980 -1.7411 0.0 0.2 -0.6
H 1.2237 -0.6731 0.3567 1.0 -0.7 -0.3
H -1.7148 -2.5312 -2.1693 0.0 -0.4 -0.3
H -1.9690 0.5180 8.1129 0.3 0.2 0.2
H -1.2619 -1.6643 4.7051 0.4 -0.8 -0.3
H 1.1990 -6.8536 -1.3626 0.4 0.1 0.7
H 1.1262 -3.1996 -0.5780 0.1 0.3 -0.6
H -0.0335 3.2491 -5.0566 0.0 0.3 -0.1
H -0.1264 -2.9237 -2.9605 -0.1 -0.1 0.1
H 3.4926 -0.1490 5.1727 0.0 0.1 0.2
H -2.6667 4.4885 3.3148 -0.2 0.4 0.2
H 3.3026 2.0092 -0.3918 -0.2 0.0 0.0
H -1.5794 -0.6910 9.2917 -0.2 -0.1 0.3
H 5.2184 -0.3940 -2.4733 0.0 -0.1 0.2
H 3.3461 2.5177 -4.3606 -0.1 0.1 0.3
H -5.5628 -0.6613 -3.9892 0.2 0.0 0.0
H 1.2617 1.6175 1.5775 0.1 0.4 -0.5
H 3.6527 -4.9624 -5.8785 -0.3 -1.0 -0.2
H -1.0197 0.9095 0.3191 0.4 1.2 0.2
H 5.8083 2.0632 -1.5997 0.2 0.1 -0.4
H -0.4066 -1.3535 -8.4629 0.4 -0.6 -0.4
H -0.1593 1.6024 7.1471 -0.3 0.2 -0.3
H 4.0028 -2.2332 -5.2419 0.0 0.1 -0.4
H -4.6023 -1.2581 7.3838 -0.8 -0.4 0.3
H -3.1252 2.0392 1.5309 0.5 0.3 -0.2
H -4.1389 -0.2829 0.8686 -0.8 0.1 -0.1
H -2.7756 1.1434 -5.3905 0.4 0.3 0.1
H -5.1972 -0.3770 -5.6967 0.2 -0.2 -0.1
H 2.7941 -3.8734 -0.9119 0.1 0.5 -0.3
H 2.5738 -3.7563 -6.3214 -0.3 0.6 -0.1
H 4.8003 -0.1328 -0.2735 -0.4 0.1 0.4
H 2.6145 -2.5293 5.7144 -0.1 0.1 0.0
H 2.1361 -5.5057 -2.0690 0.0 0.1 0.0
H 0.1574 -2.6107 -4.9788 0.4 -0.1 -0.2
H 3.8177 -1.9417 0.2507 0.1 -0.1 -0.3
H 2.7663 2.3627 -5.9734 -0.3 -0.4 -0.1
H -1.8880 0.9665 -1.7958 -0.3 -0.5 0.7
H -6.5950 0.3370 -4.9849 0.1 0.4 0.2
H 1.5063 0.8069 -4.6898 -0.3 -0.3 0.3
H -2.2608 -3.4329 -6.4473 0.2 -0.5 -0.1
H 2.9970 -0.8612 -1.7795 0.7 -0.1 0.3
H 0.3772 -2.3415 1.6601 -0.3 -0.5 -0.9
H -2.8275 -0.7225 6.6907 -0.1 -0.5 -0.5
H -2.8789 -0.8506 -0.0913 0.3 -0.4 -0.2
H -0.1142 5.4139 3.1890 -0.4 -0.1 0.3
H 1.3169 2.3585 7.5649 0.3 0.3 0.1
H -2.4488 2.5871 -1.5092 0.0 0.3 -0.4
H 4.4283 -2.7934 -2.3176 0.3 -0.4 0.1
H 1.4191 3.5711 -0.6829 0.0 0.3 0.2
H -0.9730 -0.3980 1.2760 0.2 -0.8 0.4
H 0.8121 -4.0006 2.2457 -0.3 0.3 0.3
H 4.8495 3.6242 -0.0769 0.0 0.2 0.0
H -0.0132 6.7910 2.1224 -0.3 -0.1 -0.3
H -0.5605 -1.2817 -2.4121 0.3 0.2 -0.2
H 5.0008 -0.7119 -4.0030 1.1 1.3 -0.6
H 5.3816 -2.6414 6.1310 -0.1 -0.1 -0.3
H -4.4101 6.1508 1.3459 0.2 -0.2 0.2
H -4.2849 2.6513 2.4347 -0.3 -0.1 0.2
H -5.3270 4.7219 0.8246 -0.7 0.5 0.1
H 2.2497 3.7205 -5.0775 -0.2 0.0 0.5
H -0.3353 3.7161 -1.1470 -0.1 -0.5 0.6
H -0.5209 3.0537 5.3120 0.4 -0.4 -1.2
H 3.8318 -3.1276 4.6000 -0.1 0.0 -0.2
H -2.9538 -0.0106 -4.0601 -0.3 -0.3 -0.1
H 0.2428 5.1090 1.5145 0.4 0.1 -0.2
H -3.0363 4.1489 0.2932 -0.2 0.5 -0.1
H 1.3829 -2.4118 2.9186 0.6 -0.6 0.5
H -0.7913 -3.7360 -7.4622 0.4 0.1 0.7
H 5.1680 -3.3774 -4.5155 -0.1 -0.3 -0.3
H 1.9629 1.6097 -2.3622 0.5 0.0 -0.2
H -2.0473 -3.2738 6.5958 -0.6 0.3 -0.3
H 1.1386 0.2619 2.5134 -0.3 -0.8 0.3
H -0.7244 1.8333 -4.8373 -0.3 0.0 0.2
H 3.4534 -1.3967 1.6969 -0.1 -0.4 0.6
H -4.2228 -2.0803 8.7475 0.1 0.0 0.1
H -3.6677 1.3804 -1.7793 0.0 -0.3 -0.1
```
Forces are in eV/Å.

Its total charge is +1. The value obtained for the frontier orbital gap (spin up / spin down) is 7.5 / 2.1 eV. Its spin multiplicity is 2. Its maximum force is 3.0 eV/Å. The value obtained for the HOMO energy (spin up / spin down) is -10.31 / -10.31 eV.

Atom charges from the Mulliken analysis, given in e for atoms 1 to 5:
1 O -0.529
2 O -0.624
3 O -0.527
4 O -0.600
5 O -0.523



The lowest maximum force belongs to which entry?
C38H107N7O17



Which of these has the lowest maximum force?
C38H107N7O17



Which of these has the highest maximum force?
C38H106N8O14